1.
{
  "formula": "C39H35OZr",
  "method": "ωB97M-V/def2-TZVPD",
  "elements": ["C", "C", "C", "C", "O", "C", "C", "C", "C", "C", "C", "C", "C", "C", "C", "C", "C", "C", "C", "C", "H", "H", "H", "H", "H", "H", "H", "H", "H", "H", "H", "H", "H", "H", "H", "C", "Zr", "C", "C", "C", "C", "C", "C", "C", "C", "C", "C", "C", "C", "C", "C", "C", "C", "C", "C", "C", "H", "H", "H", "H", "H", "H", "H", "H", "H", "H", "H", "H", "H", "H", "H", "H", "H", "H", "H", "H"],
  "coordinates": [[6.30461, -2.20578, -2.26764], [5.39817, -2.78075, -3.16104], [4.64051, -1.98189, -4.01796], [4.77021, -0.59494, -3.92423], [3.88748, 0.27420, -4.57895], [2.54053, 0.23546, -4.20702], [2.00441, 1.34774, -3.53802], [0.76864, 1.21762, -2.93508], [-0.02154, 0.02935, -3.02758], [-1.29227, 0.04876, -2.36872], [-2.41031, -0.83544, -2.58479], [-3.67761, -0.37667, -2.13003], [-4.85213, -1.10360, -2.32267], [-4.79960, -2.34997, -2.98209], [-3.55583, -2.83699, -3.40966], [-2.37051, -2.15136, -3.14851], [0.52752, -1.03069, -3.78521], [1.77947, -0.92007, -4.37975], [5.75005, -0.00616, -3.11887], [6.47401, -0.81457, -2.24385], [6.90113, -2.83770, -1.60348], [5.27475, -3.86814, -3.20203], [3.95652, -2.42313, -4.74555], [2.60967, 2.26111, -3.46889], [0.35870, 2.07286, -2.39427], [-1.60315, 1.09968, -2.15107], [-3.71518, 0.58632, -1.61969], [-5.82633, -0.73239, -1.96566], [-5.70266, -2.93337, -3.14087], [-3.49896, -3.79435, -3.93100], [-1.43620, -2.67808, -3.37136], [-0.00784, -1.95901, -3.95800], [2.16640, -1.77083, -4.95677], [5.88584, 1.07153, -3.16456], [7.17394, -0.34799, -1.55819], [-1.05018, 0.22586, -0.12500], [-0.98941, 0.43216, 2.35639], [1.15172, 0.62737, 2.70246], [-1.17888, -0.64734, 4.55335], [-2.49668, -0.41957, 4.03576], [-2.67817, -1.25017, 2.86256], [-3.74527, -1.35525, 1.92750], [-3.56686, -2.17712, 0.83529], [-2.34901, -2.84597, 0.59243], [-1.28674, -2.77119, 1.47997], [-1.43753, -1.97914, 2.64889], [-0.51451, -1.59457, 3.71166], [-2.19926, 2.33038, 3.00761], [-1.52384, 2.33003, 4.28813], [-0.35856, 3.16533, 4.21085], [0.63741, 3.46881, 5.14941], [1.74989, 4.20143, 4.73986], [1.85821, 4.65470, 3.40372], [0.86378, 4.39407, 2.47205], [-0.23996, 3.61969, 2.83945], [-1.34542, 3.05388, 2.07903], [-2.12331, 0.19217, -0.37083], [-0.54624, 1.20545, -0.28347], [-0.44573, -0.64567, -0.42133], [1.42567, 0.83353, 3.74740], [1.63362, -0.32656, 2.42509], [1.60720, 1.42356, 2.09319], [-0.76110, -0.18113, 5.44295], [-3.29248, 0.16437, 4.49784], [-4.67459, -0.81339, 2.13044], [-4.38588, -2.31976, 0.13378], [-2.24680, -3.44050, -0.30856], [-0.34660, -3.29848, 1.33181], [0.46906, -2.03058, 3.85380], [-3.22406, 2.00360, 2.81686], [-1.88561, 1.91124, 5.22817], [0.52333, 3.13146, 6.18153], [2.52993, 4.43244, 5.45522], [2.74154, 5.21013, 3.10532], [0.93831, 4.76665, 1.44512], [-1.63945, 3.40736, 1.08738]],
  "atomic_forces_ev_per_a": [[0.00, 0.13, 0.08], [0.21, -0.03, -0.13], [0.16, 0.07, 0.15], [-0.87, 0.65, -0.07], [1.20, -0.31, -0.53], [-0.21, -0.42, 0.31], [0.33, -0.61, 0.08], [0.07, 0.20, -0.27], [-0.50, 0.20, 0.22], [-1.09, 0.63, -3.06], [1.25, 0.54, 0.10], [-0.88, -0.36, -0.07], [0.37, -0.31, -0.11], [0.03, 0.30, -0.02], [0.07, 0.14, 0.49], [-0.37, -0.27, -0.03], [0.33, -0.16, -0.24], [0.11, 0.13, 0.12], [-0.29, -0.47, 0.14], [0.02, -0.21, -0.53], [-0.29, 0.22, -0.18], [0.11, 0.41, 0.03], [0.29, 0.18, 0.46], [-0.31, -0.40, 0.09], [0.02, -0.21, -0.14], [0.18, -1.11, -0.26], [-0.07, -0.11, -0.21], [0.57, -0.07, -0.13], [0.09, 0.13, -0.06], [-0.05, 0.12, 0.22], [-0.58, 0.48, 0.06], [0.16, 0.44, 0.07], [-0.24, 0.56, 0.28], [-0.17, -0.18, 0.18], [0.02, -0.14, -0.07], [0.01, 0.23, 3.66], [1.09, 1.24, -0.82], [1.14, -0.20, 0.08], [-0.52, -1.18, -0.67], [-0.12, -1.19, -0.06], [0.39, -0.14, 0.84], [0.31, -0.16, 0.12], [-0.50, 0.29, 0.07], [0.74, -0.40, 0.46], [-0.55, 0.18, -0.11], [-0.10, 0.44, 0.70], [-1.09, -0.01, -0.10], [1.09, 1.73, 0.65], [-0.44, 0.59, -0.49], [-0.70, -0.67, -1.24], [0.70, 0.42, 0.02], [-0.86, -0.48, 0.21], [-0.44, -0.08, -0.32], [0.71, 0.29, -0.19], [-1.17, -1.25, 0.27], [-0.33, 0.59, 0.63], [0.85, -0.05, 0.39], [-0.37, -0.78, -0.21], [-0.44, 0.58, 0.37], [-0.06, -0.09, -0.14], [0.07, 0.23, 0.00], [-0.17, -0.13, 0.00], [-0.05, -0.12, -0.36], [0.42, -0.02, -0.22], [0.25, -0.28, -0.25], [0.24, 0.12, 0.02], [-0.07, 0.08, 0.04], [-0.21, 0.06, -0.21], [-0.13, 0.37, -0.06], [0.34, 0.00, -0.01], [0.01, 0.03, -0.47], [0.16, 0.07, -0.23], [0.00, 0.01, -0.05], [-0.12, 0.03, 0.03], [0.12, -0.15, 0.35], [0.12, -0.36, 0.32]],
  "lowdin_charge": [-0.112, -0.091, -0.020, -0.240, -0.032, -0.286, -0.028, -0.056, -0.233, -0.214, -0.236, -0.093, -0.140, -0.157, -0.135, -0.061, -0.035, -0.043, -0.010, -0.093, 0.094, 0.102, 0.102, 0.112, 0.098, 0.101, 0.099, 0.093, 0.072, 0.088, 0.073, 0.065, 0.096, 0.116, 0.095, -0.181, 1.532, -0.271, -0.182, -0.193, -0.308, -0.040, -0.087, -0.081, -0.039, -0.293, -0.139, -0.285, -0.129, -0.219, -0.054, -0.102, -0.102, -0.054, -0.221, -0.143, -0.015, 0.008, 0.033, 0.003, -0.003, 0.003, 0.112, 0.115, 0.113, 0.095, 0.102, 0.115, 0.113, 0.109, 0.101, 0.105, 0.087, 0.091, 0.112, 0.103],
  "e_homo_ha": -0.0661,
  "lumo_ev": 2.12,
  "gap_ev": 3.92,
  "spin_multiplicity": 1,
  "relative_energy_kcal_mol": 29.4,
  "total_charge": -1
}



2.
{
  "formula": "C39H36BF4N2OsP2Te",
  "method": "ωB97M-V/def2-TZVPD",
  "elements": ["Os", "Te", "C", "C", "C", "N", "C", "C", "C", "P", "C", "C", "C", "C", "C", "C", "C", "C", "C", "C", "C", "C", "P", "C", "C", "C", "C", "C", "C", "C", "C", "C", "C", "C", "C", "H", "H", "H", "H", "H", "H", "H", "H", "H", "H", "H", "H", "H", "H", "H", "H", "H", "H", "H", "H", "H", "H", "H", "H", "C", "N", "C", "C", "C", "C", "C", "C", "C", "C", "H", "H", "H", "H", "H", "H", "H", "H", "H", "H", "H", "H", "F", "B", "F", "F", "F"],
  "coordinates": [[0.85346, -0.70007, 1.77440], [0.48985, -1.70180, -3.24818], [-0.53712, -0.24843, -4.39297], [0.16458, 0.64386, -5.18999], [-0.54434, 1.63675, -5.85853], [-1.86081, 1.79042, -5.76743], [-2.52531, 0.91582, -5.01373], [-1.91920, -0.11993, -4.31794], [-0.13231, -0.87699, -1.42121], [-1.45621, -1.48129, -0.46741], [-2.05876, -0.10406, 0.54309], [-2.53763, 1.09744, 0.02316], [-2.87338, 2.13427, 0.87778], [-2.72201, 1.98802, 2.25399], [-2.25766, 0.79404, 2.78230], [-1.93958, -0.25536, 1.92571], [-2.80256, -2.20443, -1.41453], [-2.58303, -3.43096, -2.04414], [-3.60700, -4.03301, -2.75638], [-4.85864, -3.43509, -2.82152], [-5.09296, -2.23948, -2.15718], [-4.07087, -1.62511, -1.44930], [0.91322, 0.20127, -0.44949], [0.27439, 1.89438, -0.65508], [-0.14974, 2.27194, -1.93118], [-0.59780, 3.56014, -2.17113], [-0.63918, 4.48326, -1.13336], [-0.23228, 4.11032, 0.13889], [0.23021, 2.82286, 0.37855], [2.55976, 0.17946, -1.18310], [2.99519, 1.14143, -2.08914], [4.23533, 0.99984, -2.69593], [5.03448, -0.09603, -2.40624], [4.60524, -1.05396, -1.49662], [3.37177, -0.91439, -0.88392], [1.24251, 0.59546, -5.27789], [-0.01942, 2.34979, -6.48498], [-3.60143, 1.04522, -4.96626], [-2.52026, -0.80516, -3.73450], [-2.61774, 1.22879, -1.04933], [-3.24041, 3.06769, 0.47158], [-2.98272, 2.80548, 2.91319], [-2.17217, 0.66910, 3.85477], [-1.66976, -1.22994, 2.32516], [-1.62254, -3.92433, -1.96097], [-3.42971, -4.97983, -3.24834], [-5.65690, -3.91039, -3.37583], [-6.07331, -1.78271, -2.18531], [-4.27042, -0.69721, -0.92963], [-0.14153, 1.55302, -2.73932], [-0.91922, 3.83787, -3.16718], [-0.99208, 5.48980, -1.31601], [-0.27354, 4.82125, 0.95382], [0.53265, 2.55187, 1.38208], [2.37835, 1.99986, -2.31848], [4.57740, 1.74842, -3.39832], [5.99798, -0.20278, -2.88669], [5.22993, -1.90671, -1.26729], [3.03319, -1.66905, -0.18040], [-0.33853, -2.13771, 4.32624], [0.85857, -1.38317, 3.88882], [2.05513, -2.23790, 4.10358], [0.98068, -0.14360, 4.70051], [1.92585, 0.79804, 4.01858], [2.71334, 1.68483, 4.73199], [3.58070, 2.53741, 4.06262], [3.66704, 2.49227, 2.67789], [2.87791, 1.61052, 1.95820], [1.97967, 0.75266, 2.61025], [-0.23287, -2.40639, 5.38071], [-0.44401, -3.04380, 3.73715], [-1.22450, -1.51666, 4.21061], [2.13688, -2.48610, 5.16459], [2.94882, -1.69818, 3.79332], [1.95100, -3.15219, 3.52507], [1.31226, -0.40035, 5.71074], [-0.01493, 0.29984, 4.77973], [2.66297, 1.70232, 5.81405], [4.20092, 3.22362, 4.62355], [4.35481, 3.14305, 2.15452], [2.97347, 1.59467, 0.88149], [0.81256, -4.84570, 2.16049], [0.03963, -4.15059, 1.28607], [-1.19230, -3.81366, 1.76784], [0.08271, -4.53229, -0.00890], [0.81426, -2.69157, 1.24417]],
  "atomic_forces_ev_per_a": [[0.06, 0.09, 0.11], [-0.07, -0.02, 0.06], [-0.06, -0.01, -0.07], [0.01, 0.02, -0.01], [0.03, 0.01, 0.00], [-0.01, -0.01, 0.03], [-0.02, 0.02, -0.01], [0.05, -0.03, 0.00], [0.00, 0.07, 0.12], [0.03, -0.31, -0.23], [-0.15, 0.08, -0.12], [-0.06, -0.01, -0.01], [-0.09, -0.05, 0.04], [-0.02, 0.00, 0.00], [-0.01, 0.11, 0.01], [0.10, -0.11, 0.09], [-0.11, 0.05, 0.03], [0.06, -0.03, 0.03], [-0.02, 0.00, -0.02], [0.02, 0.00, 0.00], [0.01, 0.01, 0.00], [0.00, 0.03, -0.06], [-0.05, 0.22, 0.07], [0.25, 0.04, -0.14], [0.02, 0.00, 0.05], [-0.06, 0.00, -0.01], [-0.01, -0.01, 0.02], [0.04, -0.02, 0.00], [0.04, 0.01, 0.08], [-0.01, -0.08, -0.06], [0.04, -0.02, 0.05], [0.01, 0.02, -0.01], [0.02, 0.00, 0.00], [-0.01, 0.01, 0.00], [0.00, -0.01, -0.01], [0.00, -0.01, -0.01], [0.00, 0.00, -0.01], [0.01, 0.00, 0.00], [-0.01, -0.01, 0.02], [-0.02, -0.01, 0.02], [-0.01, -0.01, 0.00], [0.01, 0.00, 0.00], [-0.03, 0.01, 0.00], [-0.17, -0.01, -0.10], [-0.01, 0.04, 0.00], [0.00, 0.00, 0.00], [0.00, -0.01, 0.00], [0.00, -0.01, -0.01], [0.02, 0.01, 0.00], [0.00, 0.01, -0.01], [-0.01, 0.00, 0.01], [0.00, 0.00, -0.01], [0.01, 0.01, 0.00], [-0.01, -0.02, -0.05], [0.00, 0.00, -0.01], [0.00, 0.00, 0.00], [0.00, 0.00, 0.00], [0.00, 0.00, 0.00], [-0.01, -0.01, -0.01], [0.10, 0.00, 0.11], [-0.08, 0.00, 0.01], [0.00, 0.06, -0.04], [0.05, -0.03, -0.01], [-0.04, 0.01, -0.01], [0.01, 0.00, 0.00], [0.01, 0.00, 0.00], [-0.01, 0.01, 0.01], [0.00, -0.05, 0.03], [0.05, 0.11, -0.04], [0.00, 0.00, 0.00], [-0.01, 0.01, 0.00], [0.03, -0.05, 0.09], [0.00, -0.03, 0.00], [0.00, -0.01, 0.01], [0.01, -0.02, -0.03], [-0.02, 0.01, 0.01], [0.02, 0.00, -0.03], [0.00, 0.00, 0.00], [0.00, 0.00, 0.00], [0.00, 0.00, 0.00], [0.01, -0.01, -0.02], [-0.04, 0.06, -0.06], [0.09, -0.08, -0.01], [-0.09, 0.03, 0.00], [-0.03, 0.00, 0.00], [0.15, -0.06, 0.09]],
  "lowdin_charge": [1.429, 1.343, -0.559, -0.138, -0.143, 0.070, -0.135, -0.113, -0.896, 0.994, -0.389, -0.089, -0.050, -0.047, -0.067, -0.166, -0.373, -0.111, -0.058, -0.063, -0.069, -0.088, 0.806, -0.355, -0.101, -0.048, -0.059, -0.067, -0.096, -0.429, -0.079, -0.058, -0.058, -0.058, -0.117, 0.095, 0.110, 0.110, 0.083, 0.119, 0.120, 0.117, 0.103, 0.065, 0.085, 0.114, 0.111, 0.110, 0.096, 0.078, 0.113, 0.112, 0.114, 0.087, 0.103, 0.112, 0.113, 0.114, 0.095, -0.051, -0.381, -0.044, -0.153, -0.249, -0.025, -0.049, -0.058, -0.112, -0.297, 0.113, 0.082, 0.074, 0.107, 0.099, 0.083, 0.139, 0.119, 0.122, 0.114, 0.114, 0.077, 0.191, -1.166, 0.155, 0.196, -0.241],
  "e_homo_ha": [-0.3714, -0.3864],
  "lumo_ev": [-2.56, -4.61],
  "gap_ev": [7.55, 5.90],
  "s2": 6.037,
  "spin_multiplicity": 5,
  "total_charge": 1
}